Entry 1:
Density functional theory data (the ωB97M-V functional and the def2-TZVPD basis) for a structure of composition C51H53I3N3O2P2Ti.

CARTESIAN COORDINATES (ANGSTROEM)
Ti 0.5110 -0.7529 -0.0547
C -1.0037 -3.1126 -3.9303
N -0.6919 -2.3559 -2.7075
P 0.4632 -2.9556 -1.5816
C 1.7518 -3.6506 -2.6692
C 1.9362 -5.0158 -2.8705
C 2.8516 -5.4608 -3.8189
C 3.5800 -4.5512 -4.5702
C 3.4024 -3.1860 -4.3698
C 2.4991 -2.7431 -3.4190
C -0.2900 -4.4159 -0.8391
C 0.5175 -5.1824 0.0081
C 0.0137 -6.3331 0.5933
C -1.3049 -6.7075 0.3623
C -2.1202 -5.9277 -0.4487
C -1.6132 -4.7818 -1.0522
P -0.6820 -0.6413 -2.6582
C 0.0845 -0.0794 -4.2245
C -0.5861 -0.1864 -5.4470
C 0.0168 0.2441 -6.6199
C 1.2864 0.8119 -6.5855
C 1.9545 0.9400 -5.3771
C 1.3572 0.4915 -4.2042
C -2.4165 -0.1641 -2.9336
C -2.6940 1.1737 -3.2320
C -4.0070 1.6087 -3.3495
C -5.0578 0.7108 -3.1804
C -4.7893 -0.6175 -2.8887
C -3.4729 -1.0494 -2.7548
H -0.2926 -2.8894 -4.7263
H -2.0092 -2.8661 -4.2753
H -0.9628 -4.1816 -3.7252
H 1.3657 -5.7405 -2.3053
H 2.9891 -6.5250 -3.9707
H 4.2868 -4.9035 -5.3127
H 3.9712 -2.4680 -4.9488
H 2.3738 -1.6827 -3.2615
H 1.5424 -4.8766 0.2119
H 0.6463 -6.9292 1.2414
H -1.6999 -7.6077 0.8186
H -3.1503 -6.2165 -0.6201
H -2.2477 -4.1850 -1.7000
H -1.5901 -0.5943 -5.4846
H -0.5114 0.1481 -7.5616
H 1.7483 1.1608 -7.5017
H 2.9367 1.3972 -5.3409
H 1.8884 0.5918 -3.2674
H -1.8791 1.8732 -3.3897
H -4.2122 2.6479 -3.5798
H -6.0834 1.0467 -3.2866
H -5.6042 -1.3231 -2.7703
H -3.2724 -2.0932 -2.5315
I -1.8042 3.7338 1.7507
C -0.2238 3.5077 3.1354
I 1.3776 2.2266 2.6087
H -0.6505 3.1112 4.0455
H 0.2043 4.4872 3.2953
C 0.5780 -1.6361 4.1774
C 0.6535 -3.0605 3.6129
C -0.6088 -3.4815 2.8528
C 1.9477 -3.2526 2.8195
C 2.7735 -4.2907 3.2420
C 4.0309 -4.4933 2.6983
C 4.5140 -3.5590 1.8013
C 3.7388 -2.4885 1.3613
C 4.4480 -1.4430 0.5098
C 4.0605 -1.5419 -0.9658
C 4.2877 -0.0252 1.0728
C 2.3931 -2.4106 1.7679
N 1.4917 -1.5282 1.0982
H -0.3448 -1.4949 4.7503
H 0.6195 -0.8976 3.3840
H 1.4229 -1.4454 4.8447
H 0.7318 -3.7317 4.4685
H -0.6558 -3.0095 1.8819
H -1.5096 -3.2192 3.4184
H -0.6144 -4.5603 2.6925
H 2.4212 -4.9372 4.0393
H 4.6459 -5.3274 3.0152
H 5.5391 -3.6299 1.4519
H 5.5083 -1.6818 0.5804
H 2.9867 -1.4601 -1.0828
H 4.3727 -2.5024 -1.3844
H 4.5254 -0.7434 -1.5533
H 3.2569 0.3029 1.0354
H 4.8921 0.6794 0.4957
H 4.6242 0.0118 2.1123
I 2.2770 6.5341 -4.4414
C 1.8705 4.9366 -3.1788
C 0.5776 4.7540 -2.7016
C 0.3018 3.6537 -1.9012
C 1.3078 2.7439 -1.6027
C 2.6065 2.9563 -2.0520
C 2.8959 4.0608 -2.8351
C 0.9616 1.4934 -0.9111
O -0.1297 1.3259 -0.3229
O 1.7757 0.4752 -0.9534
H -0.2053 5.4582 -2.9563
H -0.6938 3.4917 -1.5011
H 3.3846 2.2531 -1.7835
H 3.9048 4.2349 -3.1850
C -5.3971 -1.2240 2.4861
C -4.0039 -1.1019 1.9375
C -3.0278 -0.3593 2.5940
C -1.7631 -0.2552 2.0635
N -1.4143 -0.8502 0.9170
C -2.3581 -1.5486 0.2663
C -3.6403 -1.7024 0.7377
H -5.3949 -1.2057 3.5757
H -5.8776 -2.1412 2.1485
H -6.0052 -0.3826 2.1437
H -3.2483 0.1399 3.5309
H -0.9942 0.3141 2.5635
H -2.0633 -2.0166 -0.6601
H -4.3529 -2.2895 0.1673

Summary:
**LUMO energy**: -2.6 eV
**HOMO**: -9.925 eV
**Frontier orbital gap**: 0.271 Eh
**M**: 1230.53 g/mol
**Net charge**: +1
**Energy above the lowest of the compared OMol25 structures with the same formula, charge and spin**: 0.0 kcal per mole

These are the Löwdin partial charges, in e, on atoms 1 to 8: 0.765, -0.117, -0.504, 1.007, -0.327, -0.067, -0.060, -0.062

=====

Entry 2:
Density functional theory data (the ωB97M-V functional and the def2-TZVPD basis) for a structure of composition C51H53MoN7O4PS2.

CARTESIAN COORDINATES (ANGSTROEM)
Mo 0.0707 0.9175 1.0478
C -3.1133 -0.1848 4.1285
O -2.8644 0.5937 2.9595
C -3.9810 1.0335 2.2970
C -5.2645 0.6737 2.7112
C -6.3857 1.1684 2.0700
C -6.2432 2.0440 1.0076
C -4.9763 2.3771 0.5758
C -3.8282 1.8646 1.1762
N -2.5063 2.1942 0.6384
N -2.6496 2.8132 -0.4533
C -1.6298 3.4267 -1.1634
C -0.2863 3.3800 -0.8408
O 0.1427 2.4946 0.0422
C 0.6565 4.2224 -1.4723
C 0.2404 5.0222 -2.4915
C -1.1058 5.0235 -2.9480
C -1.4969 5.8038 -4.0597
C -2.7873 5.7803 -4.5051
C -3.7376 4.9753 -3.8467
C -3.3903 4.2180 -2.7611
C -2.0602 4.2221 -2.2848
H -3.7818 0.3404 4.8123
H -2.1631 -0.3253 4.6322
H -3.5295 -1.1601 3.8712
H -5.4020 -0.0011 3.5393
H -7.3668 0.8730 2.4148
H -7.1081 2.4660 0.5163
H -4.8583 3.0600 -0.2511
H 1.6908 4.1806 -1.1586
H 0.9542 5.6640 -2.9938
H -0.7545 6.4170 -4.5551
H -3.0804 6.3730 -5.3603
H -4.7582 4.9555 -4.2064
H -4.1238 3.5983 -2.2693
C 3.3414 -1.7854 -2.9286
C 3.6335 -1.9028 -1.4565
C 4.7848 -2.5956 -1.0897
C 5.1202 -2.8286 0.2345
C 4.2644 -2.4057 1.2377
C 3.1110 -1.7220 0.8926
C 2.8026 -1.4232 -0.4330
P 1.4480 -0.2213 -0.7741
C 0.4676 -0.9597 -2.1119
C 0.2884 -2.3398 -1.9585
C -0.5666 -3.0451 -2.7847
C -1.2563 -2.3715 -3.7822
C -1.0735 -1.0087 -3.9439
C -0.2191 -0.2764 -3.1215
C -0.0415 1.1873 -3.4198
C 2.4982 1.2305 -1.1461
C 3.0488 1.6681 -2.3408
C 3.9472 2.7271 -2.3413
C 4.3028 3.3324 -1.1438
C 3.7443 2.8962 0.0510
C 2.8328 1.8484 0.0652
C 2.1970 1.3573 1.3450
H 4.2731 -1.7549 -3.4914
H 2.7551 -0.9110 -3.1920
H 2.7699 -2.6540 -3.2654
H 5.4340 -2.9619 -1.8756
H 6.0289 -3.3628 0.4756
H 4.4663 -2.6278 2.2758
H 2.4118 -1.4672 1.6711
H 0.8244 -2.8708 -1.1815
H -0.6864 -4.1112 -2.6426
H -1.9337 -2.9059 -4.4345
H -1.6034 -0.4865 -4.7307
H -0.9950 1.6502 -3.6772
H 0.6208 1.3162 -4.2789
H 0.3940 1.7388 -2.5936
H 2.7687 1.2148 -3.2810
H 4.3638 3.0770 -3.2756
H 5.0115 4.1495 -1.1388
H 4.0171 3.3771 0.9829
H 2.2669 2.1303 2.1131
H 2.7507 0.4973 1.7093
N 0.3792 -0.2980 2.9393
C 1.4037 -0.2110 4.0098
C 1.0596 0.7454 5.1369
C 0.9515 2.2290 4.7866
C -0.3502 2.6651 4.1221
N -0.3417 2.5990 2.6426
H -0.5398 -0.4370 3.3515
H 0.5575 -1.1949 2.4479
H 2.3522 0.0735 3.5600
H 1.5395 -1.2139 4.4251
H 1.8422 0.6247 5.8894
H 0.1345 0.4218 5.6266
H 1.8012 2.5329 4.1691
H 1.0445 2.7969 5.7137
H -0.5692 3.6960 4.4130
H -1.1834 2.0580 4.4712
H 0.2719 3.3325 2.2894
H -1.2713 2.8355 2.2976
N 1.4557 -7.4959 -2.3653
C 1.1847 -6.7333 -1.2520
C -0.0977 -6.7118 -0.6966
C -0.3796 -5.9039 0.3887
C 0.6148 -5.1026 0.9399
C 1.9033 -5.1422 0.4151
C 2.1846 -5.9425 -0.6722
S 0.2412 -4.0202 2.2690
O 1.3872 -3.9222 3.1305
O -1.0316 -4.4277 2.8071
N 0.1147 -2.5432 1.5992
C -0.9914 -2.1565 1.0095
S -2.3413 -3.1711 0.5796
C -3.1014 -1.8427 -0.2095
C -2.3738 -0.7322 -0.0607
N -1.1972 -0.8599 0.6784
H 0.8115 -8.2322 -2.5985
H 2.4184 -7.6984 -2.5725
H -0.8707 -7.3454 -1.1134
H -1.3640 -5.9138 0.8329
H 2.6848 -4.5544 0.8712
H 3.1908 -5.9729 -1.0726
H -4.0358 -1.9450 -0.7309
H -2.6258 0.2103 -0.5066

Summary:
**LUMO energy (spin up / spin down)**: -3.2 / -3.4 eV
**HOMO (spin up / spin down)**: -9.916 / -9.975 eV
**⟨S²⟩**: 2.0234
**Frontier orbital gap (spin up / spin down)**: 0.247 / 0.241 Eh
**M**: 1019.08 g/mol
**Net charge**: +1
**Energy above the lowest of the compared OMol25 structures with the same formula, charge and spin**: 6.4 kcal per mole
**2S+1**: 3

These are the Löwdin partial charges, in e, on atoms 1 to 8: 1.553, -0.062, -0.127, -0.222, -0.016, -0.061, -0.072, -0.021

=====

Entry 3:
Density functional theory data (the ωB97M-V functional and the def2-TZVPD basis) for a structure of composition C51H55ClN6O6STl.

CARTESIAN COORDINATES (ANGSTROEM)
Tl -1.9350 -0.1451 -0.2985
C 4.1659 -4.3049 2.2522
C 4.1669 -3.4972 0.9453
C 4.7083 -4.3692 -0.2002
C 5.0891 -2.2904 1.1171
C 2.7464 -3.0805 0.5951
C 2.3638 -1.7969 0.4855
C 1.0118 -1.4640 0.1035
N 0.5183 -0.2688 -0.0482
C 1.1173 0.9464 -0.0695
C 2.4861 1.2004 -0.3499
C 2.9831 2.4674 -0.3446
C 2.0747 3.5290 -0.0754
C 0.7221 3.3751 0.1028
C 0.2015 2.0425 0.0978
O -1.0538 1.8177 0.2774
C -0.2293 4.5671 0.2612
C -0.9751 4.4894 1.6024
C 0.5204 5.9013 0.2263
C -1.2337 4.5696 -0.9026
C 4.4668 2.7087 -0.6418
C 4.8043 4.1976 -0.7375
C 5.3094 2.0922 0.4876
C 4.8445 2.0416 -1.9727
C 0.0236 -2.5577 -0.0817
O -1.1538 -2.2900 -0.3883
C 0.4470 -3.9327 0.0987
C 1.7542 -4.1282 0.3865
C -0.5675 -5.0701 -0.0377
C -1.1600 -5.0989 -1.4586
C 0.0870 -6.4279 0.2228
C -1.6945 -4.8773 0.9910
H 5.1781 -4.6469 2.4760
H 3.5263 -5.1879 2.1909
H 3.8193 -3.6914 3.0871
H 5.7478 -4.6354 0.0014
H 4.6719 -3.8315 -1.1505
H 4.1456 -5.2981 -0.3124
H 6.0974 -2.6365 1.3478
H 4.7661 -1.6455 1.9387
H 5.1450 -1.6946 0.2015
H 3.0442 -1.0056 0.7417
H 3.1233 0.3803 -0.6424
H 2.4760 4.5307 -0.0558
H -0.2732 4.5761 2.4355
H -1.5231 3.5532 1.7060
H -1.6857 5.3176 1.6727
H 1.2463 5.9807 1.0391
H -0.1970 6.7150 0.3444
H 1.0394 6.0547 -0.7233
H -1.8641 3.6798 -0.8868
H -0.7115 4.6048 -1.8622
H -1.8768 5.4513 -0.8329
H 4.6244 4.7191 0.2054
H 4.2343 4.6948 -1.5264
H 5.8640 4.3097 -0.9728
H 5.0963 2.5792 1.4419
H 6.3751 2.2107 0.2740
H 5.1036 1.0240 0.5968
H 4.2066 2.3940 -2.7868
H 4.7613 0.9535 -1.9234
H 5.8797 2.2785 -2.2266
H 2.0945 -5.1460 0.5188
H -0.3689 -5.1792 -2.2085
H -1.7547 -4.2116 -1.6707
H -1.8087 -5.9710 -1.5598
H 0.8734 -6.6489 -0.5034
H -0.6721 -7.2051 0.1306
H 0.5058 -6.4960 1.2305
H -2.2501 -3.9568 0.8168
H -1.2933 -4.8594 2.0079
H -2.3965 -5.7108 0.9197
N -3.5509 0.6181 3.8436
C -2.7200 0.1207 4.8814
C -2.9330 0.5309 6.1844
C -2.1229 0.0523 7.2067
C -1.0859 -0.8179 6.9198
C -0.8602 -1.2128 5.6063
C -1.6846 -0.7550 4.5947
S -1.4363 -1.3249 2.9404
N -2.3272 -0.1927 2.0411
C -3.2289 0.5713 2.5280
C -3.9795 1.4925 1.6016
C -4.8825 2.4368 2.0579
C -5.5506 3.2333 1.1378
C -5.2998 3.0674 -0.2096
C -4.3661 2.1155 -0.5849
N -3.7272 1.3624 0.2999
H -4.3166 1.1968 4.1342
H -3.7395 1.2217 6.4055
H -2.3054 0.3692 8.2247
H -0.4498 -1.1931 7.7103
H -0.0492 -1.8923 5.3708
H -5.0756 2.5860 3.1101
H -6.2588 3.9760 1.4797
H -5.8055 3.6611 -0.9581
H -4.1156 1.9520 -1.6275
O -5.1221 -3.5805 -4.1213
C -4.1757 -2.9639 -4.7975
O -3.8923 -3.2542 -5.9290
C -3.4289 -1.8510 -4.1032
C -2.5442 -1.0074 -4.7577
Cl -2.0585 -0.9960 -6.3744
N -2.0159 -0.1528 -3.8581
N -2.5131 -0.4053 -2.6298
C -3.3710 -1.4125 -2.7633
C -4.1492 -1.8481 -1.5391
O -5.1134 -2.5900 -1.6831
O -3.7738 -1.3530 -0.4254
C -1.1609 0.9782 -4.0699
C -0.0565 1.1351 -3.2533
C 0.7627 2.2414 -3.4101
C 0.4787 3.1789 -4.3937
C -0.6310 3.0087 -5.2105
C -1.4623 1.9112 -5.0494
H -5.2130 -3.2226 -3.1946
H 0.1886 0.3730 -2.5273
H 1.6270 2.3595 -2.7696
H 1.1232 4.0391 -4.5256
H -0.8601 3.7382 -5.9762
H -2.3465 1.8036 -5.6629

Summary:
**LUMO energy (spin up / spin down)**: -4.5 / -4.6 eV
**HOMO (spin up / spin down)**: -10.175 / -10.160 eV
**Frontier orbital gap (spin up / spin down)**: 0.207 / 0.206 Eh
**M**: 1119.94 g/mol
**Net charge**: +1
**Energy above the lowest of the compared OMol25 structures with the same formula, charge and spin**: 0.0 kcal per mole

These are the Löwdin partial charges, in e, on atoms 1 to 8: 1.063, -0.032, -0.555, -0.032, -0.061, -0.133, 0.051, -0.150

=====

Entry 4:
Density functional theory data (the ωB97M-V functional and the def2-TZVPD basis) for a structure of composition C51H57ClN5O2P2PbSTe.

CARTESIAN COORDINATES (ANGSTROEM)
Pb -0.5186 1.0673 0.1528
C -2.7815 -1.2316 -1.9618
C -3.8004 -0.4788 -1.1150
N -3.2978 0.7716 -0.5617
C -4.2910 1.5008 0.2231
C -3.6290 2.5361 1.1160
N -2.6510 1.9587 2.0410
C -3.1326 1.5477 3.3642
C -4.1538 0.4189 3.4309
C -3.7845 -0.8818 2.7266
N -2.3742 -1.1904 2.8922
C -1.9974 -2.5144 2.4232
C -2.1550 -2.7476 0.9170
N -1.4456 -1.7144 0.1827
C -1.5037 -1.7911 -1.2760
H -2.4616 -0.5626 -2.7618
H -3.3207 -2.0577 -2.4339
H -4.1372 -1.0975 -0.2816
H -4.6906 -0.3038 -1.7424
H -2.9571 1.3513 -1.3271
H -4.8347 0.7840 0.8381
H -5.0478 1.9988 -0.4036
H -4.4005 3.1146 1.6474
H -3.0971 3.2396 0.4716
H -1.9470 2.6717 2.2099
H -3.5795 2.4056 3.8923
H -2.2562 1.2433 3.9427
H -5.1248 0.7663 3.0626
H -4.2870 0.2124 4.4970
H -4.0889 -0.8405 1.6760
H -4.3638 -1.6915 3.1826
H -1.8374 -0.5078 2.3662
H -2.5861 -3.2580 2.9685
H -0.9475 -2.6726 2.6941
H -3.2116 -2.7167 0.6390
H -1.8011 -3.7650 0.6744
H -0.4715 -1.7215 0.4683
H -1.3722 -2.8340 -1.6068
H -0.6443 -1.2330 -1.6550
C 1.3591 0.7923 3.1862
P 0.6313 -0.9038 2.9531
C 0.1455 -1.3177 4.6849
C 0.2899 -2.5992 5.2169
C -0.2006 -2.9084 6.4795
C -0.8474 -1.9433 7.2382
C -0.9959 -0.6623 6.7239
C -0.5086 -0.3578 5.4618
C 2.0775 -2.0057 2.7547
C 3.3233 -1.7873 3.3368
C 4.3331 -2.7318 3.2108
C 4.1091 -3.9083 2.5056
C 2.8780 -4.1289 1.9065
C 1.8751 -3.1754 2.0245
C 2.2195 1.1056 1.9986
C 3.5270 1.5424 1.9398
C 3.9225 1.4287 0.5789
C 2.8326 0.9165 -0.0981
C 2.6938 0.5481 -1.5441
P 1.8597 -1.0875 -1.7708
C 3.3128 -2.2247 -1.8468
C 4.4674 -1.9507 -1.1119
C 5.5506 -2.8199 -1.1451
C 5.4931 -3.9889 -1.8893
C 4.3370 -4.2859 -2.6007
C 3.2593 -3.4126 -2.5779
C 1.4042 -1.0066 -3.5512
C 1.9349 -0.0826 -4.4506
C 1.5061 -0.0499 -5.7704
C 0.5425 -0.9444 -6.2165
C 0.0023 -1.8678 -5.3322
C 0.4246 -1.8877 -4.0093
N 1.8074 0.6733 0.7670
H 1.9215 0.8943 4.1157
H 0.4961 1.4681 3.2566
H 0.7988 -3.3660 4.6447
H -0.0704 -3.9097 6.8726
H -1.2305 -2.1863 8.2217
H -1.4985 0.1016 7.3050
H -0.6395 0.6471 5.0732
H 3.5100 -0.8803 3.8998
H 5.2988 -2.5460 3.6661
H 4.9004 -4.6409 2.4062
H 2.7056 -5.0290 1.3290
H 0.9199 -3.3327 1.5336
H 4.1206 1.9102 2.7662
H 4.8778 1.7015 0.1517
H 3.6664 0.5735 -2.0384
H 2.0234 1.2413 -2.0536
H 4.5189 -1.0589 -0.4968
H 6.4401 -2.5836 -0.5724
H 6.3385 -4.6658 -1.9127
H 4.2768 -5.1977 -3.1833
H 2.3721 -3.6523 -3.1534
H 2.6774 0.6329 -4.1220
H 1.9225 0.6833 -6.4509
H 0.2025 -0.9098 -7.2443
H -0.7653 -2.5560 -5.6649
H -0.0278 -2.5855 -3.3112
Te 0.3425 3.8754 0.5817
C -1.2755 4.9878 -0.1824
C -1.7777 5.0197 -1.4545
C -2.8671 5.9289 -1.6104
C -3.1718 6.5859 -0.4576
S -2.1376 6.0922 0.8189
H -1.3905 4.4028 -2.2580
H -3.3883 6.0841 -2.5457
H -3.9386 7.3262 -0.2878
Cl 2.1903 5.5578 -6.7346
C 1.3197 4.4513 -5.6987
C 1.8505 4.1140 -4.4654
C 1.1503 3.2346 -3.6495
C -0.0702 2.7096 -4.0569
C -0.5880 3.0751 -5.2938
C 0.1059 3.9385 -6.1272
C -0.8790 1.7967 -3.1568
O -2.0690 1.6221 -3.4215
O -0.2442 1.2899 -2.1664
H 2.7899 4.5420 -4.1413
H 1.5396 2.9826 -2.6714
H -1.5466 2.6692 -5.5889
H -0.2850 4.2162 -7.0969

Summary:
**LUMO energy**: 2.4 eV
**HOMO**: -4.348 eV
**Frontier orbital gap**: 0.247 Eh
**M**: 1236.32 g/mol
**Net charge**: -1

These are the Löwdin partial charges, in e, on atoms 1 to 8: 1.135, -0.148, -0.232, -0.105, -0.213, -0.214, -0.115, -0.222

=====

Q: Number 2 is which compound?
A: C51H53MoN7O4PS2

=====

Q: Which formula does entry 4 have?
A: C51H57ClN5O2P2PbSTe